Record 1
DFT (wB97M-V/def2-TZVPD) results for a structure of composition C27H28FN7O3PtS at a distorted geometry.

Positions of all 68 atoms, in Å:
Pt 20.50922 7.07458 7.53348
N 24.54781 7.53947 8.47502
C 24.62953 7.45142 7.11536
C 25.64930 7.96671 6.29888
C 25.28062 8.08465 4.90530
C 23.96274 7.76637 4.38629
C 22.99311 7.24615 5.24272
C 23.30014 7.17254 6.59740
N 22.53691 7.07383 7.70539
C 23.30006 7.18782 8.82956
C 22.92121 6.90698 10.18331
C 23.63865 7.47559 11.20186
S 23.16225 6.82040 12.72550
C 22.12164 5.81060 11.87561
N 21.97113 5.97651 10.55384
H 25.29875 7.65193 9.18232
H 26.63626 8.23931 6.66628
H 26.13044 8.37322 4.16670
H 23.78640 8.02808 3.33839
H 22.03824 6.85794 4.90796
H 24.23042 8.33379 11.21471
H 21.51660 5.12031 12.40406
F 13.72905 5.59939 8.03235
C 14.30144 6.86694 7.98364
C 15.68572 6.94920 7.79433
C 16.35702 8.19216 7.70603
C 17.80055 8.25817 7.48655
O 18.43644 7.16171 7.49863
C 18.34148 9.54281 7.24662
C 17.55672 10.69251 7.41967
N 16.23882 10.60459 7.89690
C 15.47679 11.77414 8.21594
C 16.22324 12.84847 8.83925
C 15.20749 12.16533 9.67699
C 15.64763 9.32236 8.02111
C 14.20024 9.22362 8.11095
C 13.49666 8.02295 8.05092
N 12.06366 8.06090 7.95186
C 11.30899 7.17060 8.86801
C 9.84086 7.43606 8.81421
N 9.52844 8.88752 8.27651
C 9.99519 9.06911 6.92135
C 11.41457 8.52269 6.70905
C 19.75857 9.84910 6.73299
O 20.13399 10.99631 6.51120
O 20.59187 8.79229 6.50510
H 16.28511 6.04020 7.62537
H 17.97689 11.63632 7.21588
H 14.57079 12.10950 7.59741
H 15.99317 13.89302 8.56370
H 17.26504 12.73782 9.04069
H 14.25005 12.65431 9.92962
H 15.56758 11.47036 10.40117
H 13.70568 10.10097 8.27494
H 11.70003 7.22314 9.89589
H 11.61258 6.20874 8.38823
H 9.33913 7.39531 9.88628
H 9.30642 6.69254 8.18127
H 9.98275 9.48905 8.99021
H 8.52360 8.86617 8.35266
H 10.07877 10.12402 6.68960
H 9.35284 8.56992 6.22760
H 12.02974 9.31304 6.28692
H 11.36134 7.67375 5.99743
N 20.23551 5.29731 8.47713
H 20.86353 5.33527 9.31158
H 20.74578 4.65518 7.88663
H 19.24852 5.05236 8.53517

As for the HOMO energy (spin up / spin down): -10.07 / -12.13 eV. For the LUMO energy (spin up / spin down), the calculation gives -5.01 / -5.87 eV. The orbital gap (spin up / spin down) is 5.063 / 6.252 eV. The spin multiplicity is 3. Its net charge is +2.

Löwdin atomic charge list, values in e, 5 entries: Pt 1.30; N 0.18; C -0.17; C 0.00; C -0.05

Record 2
DFT (wB97M-V/def2-TZVPD) results for a structure of composition C27H28InN4O4Si.

Positions of all 65 atoms, in Å:
In 0.17019 -0.33127 0.12860
O 5.88853 1.13592 3.07880
C 6.03533 1.40683 1.85115
O 6.85873 2.12755 1.29039
C 4.96685 0.73105 0.99415
C 4.65738 -0.61491 1.19167
C 3.54063 -1.14476 0.58105
N 2.70789 -0.40916 -0.16102
C 3.04272 0.85827 -0.41540
C 4.18193 1.45340 0.10359
C 2.03635 1.63046 -1.25876
O 2.38923 2.63159 -1.85063
O 0.83774 1.13453 -1.26470
H 5.25076 -1.21104 1.87174
H 3.25495 -2.17797 0.74167
H 4.41037 2.48331 -0.13318
C -4.23640 -3.10124 -2.69854
C -3.47434 -2.08345 -3.25827
C -2.94881 -1.08587 -2.45053
C -3.17700 -1.06919 -1.07113
C -3.95204 -2.09652 -0.53147
C -4.47357 -3.10580 -1.33166
Si -2.37406 0.27008 -0.00177
C -2.93461 1.94785 -0.65962
C -4.25815 2.36371 -0.48000
C -4.70373 3.57927 -0.97533
C -3.82668 4.40810 -1.66545
C -2.51003 4.01581 -1.85054
C -2.06540 2.79661 -1.34984
H -4.64214 -3.88597 -3.32506
H -3.28191 -2.07261 -4.32424
H -2.34633 -0.30385 -2.90350
H -4.14976 -2.11149 0.53505
H -5.06828 -3.89501 -0.88733
H -3.06111 0.11658 1.32309
H -4.95223 1.72385 0.05539
H -5.73285 3.88264 -0.82435
H -4.17111 5.35887 -2.05405
H -1.81884 4.65802 -2.38228
H -1.02968 2.50504 -1.49321
N 3.41839 1.86130 4.23310
C 2.21391 1.88055 3.63385
C 1.87776 0.91512 2.64967
N 0.72058 0.94916 2.02047
C -0.16102 1.90951 2.34950
C 0.15295 2.80451 3.34844
N 1.31599 2.80559 3.99294
H 4.25561 1.45323 3.77524
H 3.59816 2.65385 4.82818
H 2.58056 0.13564 2.39159
H -1.09899 1.94243 1.81429
H -0.56492 3.56393 3.63584
C 0.39914 -2.78274 -2.09179
C 0.90939 -3.27900 -0.74137
C 0.61656 -4.77301 -0.58915
C 0.29808 -2.48324 0.41187
H 0.80438 -3.37451 -2.91642
H 0.68391 -1.74061 -2.26734
H -0.69206 -2.85187 -2.13461
H 1.99598 -3.15139 -0.73148
H -0.46250 -4.94822 -0.62844
H 0.98086 -5.15058 0.36871
H 1.08209 -5.35911 -1.38615
H 0.78683 -2.71686 1.36327
H -0.75219 -2.78289 0.52526

As for the HOMO energy: -5.58 eV. For the LUMO energy, the calculation gives 2.26 eV. The orbital gap is 7.843 eV. The spin multiplicity is 1. Its net charge is -1.

Löwdin atomic charge list, values in e, 5 entries: In 0.78; O -0.08; C -0.68; O 0.01; C -0.11

Energy above the lowest of the compared OMol25 structures with the same formula, charge and spin
In order: 14.6, 17.0
Unit: kcal per mole
Calculated total energy
In order: -61808.049, -55659.592
Unit: eV